ORCA calculation (the ωB97M-V functional and the def2-TZVPD basis) on a 2-piece molecular cluster, C3H6N2O3S overall.

Bonds (Å) are listed after each position.
Cartesian coordinates (Å):
1 C 0.906 -0.181 -2.226  C2 1.266, H10 1.097, H11 1.087
2 C 0.244 0.358 -1.291  C1 1.266, C3 1.352
3 C -0.276 1.179 -0.352  C2 1.352, N4 1.372, O6 1.237
4 N -1.580 1.601 -0.414  C3 1.372, H12 0.989, H13 0.991
5 N 0.770 -0.787 2.421  S9 1.842, H14 1.020, H15 1.041
6 O 0.391 1.531 0.628  C3 1.237
7 O -1.230 -1.557 1.107  S9 1.416
8 O 0.862 -2.624 0.321  S9 1.447
9 S 0.154 -1.467 0.824  N5 1.842, O7 1.416, O8 1.447
10 H 1.265 -1.215 -2.143  C1 1.097
11 H 0.880 0.256 -3.221  C1 1.087
12 H -2.320 1.351 -1.022  N4 0.989
13 H -1.974 1.910 0.442  N4 0.991
14 H 0.276 -0.019 2.875  N5 1.020
15 H 1.631 -0.335 2.050  N5 1.041

Max |F|   4.3 eV Å⁻¹
Relative energy (zero: lowest compared OMol25 entry of this formula, charge and spin)   99.1 kcal/mol
Molecular weight   150.159 g mol⁻¹
Lowest unoccupied orbital energy (spin up / spin down)   -1.45 / -1.79 eV
E   -23161.668 eV

natural (NBO) atomic charge list, values in e, 6 entries:
1. C -0.443
2. C 0.070
3. C 0.482
4. N -0.795
5. N -0.951
6. O -0.609